Entry 1:
# C36H46BrN4PSm

C36H46BrN4PSm as an isolated structure at a distorted geometry (wB97M-V/def2-TZVPD, the Open Molecules 2025 dataset).

As for the relative energy (zero: lowest compared OMol25 entry of this formula, charge and spin): 1.69 kcal per mole. As for the charge: +3. As for the spin multiplicity: 6. The value obtained for the orbital gap (spin up / spin down) is 5.37 / 6.37 eV.

CARTESIAN COORDINATES (ANGSTROEM)
Sm1 -0.01991 -1.14275 0.30379
Br1 -6.27215 -0.05784 4.23919
C1 -4.59677 -0.67898 3.66934
C2 -3.86998 0.03983 2.72412
C3 -2.64476 -0.43823 2.30976
C4 -2.10486 -1.61142 2.85285
C5 -2.84839 -2.32945 3.79096
C6 -4.08562 -1.86709 4.18905
N1 -0.80689 -1.95818 2.42386
C7 -0.00632 -2.67509 3.13120
C8 1.37126 -2.90706 2.70794
C9 2.26865 -3.49644 3.58475
C10 3.60692 -3.60006 3.22204
C11 3.99839 -3.12482 1.98113
C12 3.04148 -2.56974 1.14590
N2 1.75231 -2.44834 1.48674
H1 -4.26803 0.96796 2.33665
H2 -2.06145 0.15584 1.59875
H3 -2.48214 -3.26605 4.19263
H4 -4.66560 -2.42876 4.90904
H5 -0.29293 -3.06796 4.10367
H6 1.92043 -3.86023 4.54288
H7 4.32648 -4.04328 3.89788
H8 5.02926 -3.18030 1.65992
H9 3.31681 -2.21720 0.15758
C13 -1.07538 -6.09855 -1.88613
C14 -2.14815 -5.37122 -1.06242
C15 -1.85585 -3.86153 -0.96719
C16 -1.06827 -3.40720 -2.20684
C17 0.34696 -3.99903 -2.08165
C18 0.30261 -5.48369 -1.64222
P1 -1.00872 -1.56156 -2.26078
C19 -2.64625 -0.83347 -2.72640
C20 -3.47786 -1.64158 -3.74973
C21 -4.62978 -2.40830 -3.09959
C22 -5.58530 -1.47617 -2.32893
C23 -4.89153 -0.20021 -1.82586
C24 -3.44319 -0.50087 -1.44565
C25 0.21495 -0.97120 -3.50789
C26 1.62833 -0.94827 -2.90395
C27 2.57815 -0.11309 -3.78147
C28 2.18786 -0.22734 -5.26749
C29 1.56579 -1.59163 -5.55856
C30 0.20338 -1.72876 -4.85243
H10 -1.31273 -6.05964 -2.95105
H11 -1.06293 -7.15369 -1.61765
H12 -2.19365 -5.79628 -0.05874
H13 -3.12790 -5.52188 -1.51723
H14 -1.22993 -3.67430 -0.07024
H15 -2.78583 -3.30966 -0.83274
H16 -1.55971 -3.78264 -3.10528
H17 0.90820 -3.42045 -1.31901
H18 0.88952 -3.90357 -3.02129
H19 0.54071 -5.57095 -0.57851
H20 1.06093 -6.04795 -2.18245
H21 -2.36716 0.11589 -3.19239
H22 -2.83987 -2.32133 -4.31780
H23 -3.89750 -0.94717 -4.47938
H24 -4.23719 -3.17926 -2.43274
H25 -5.17991 -2.93406 -3.87914
H26 -6.00541 -2.01890 -1.48050
H27 -6.42352 -1.19047 -2.96335
H28 -5.44260 0.20887 -0.97909
H29 -4.88789 0.56279 -2.60795
H30 -3.42891 -1.34162 -0.73701
H31 -2.98739 0.36311 -0.94112
H32 -0.07750 0.06801 -3.69311
H33 2.00754 -1.96872 -2.83015
H34 1.60822 -0.52691 -1.87330
H35 3.59764 -0.47394 -3.63970
H36 2.56112 0.93313 -3.47122
H37 3.07176 -0.07293 -5.88349
H38 1.47703 0.55720 -5.53840
H39 2.24729 -2.37826 -5.22270
H40 1.43216 -1.73148 -6.62996
H41 -0.02492 -2.78727 -4.71080
H42 -0.58486 -1.31526 -5.48324
N3 3.40062 2.13737 4.74228
C31 2.64520 2.26759 3.88757
C32 1.71324 2.35965 2.80404
C33 1.15478 3.57038 2.39267
C34 0.26028 3.55531 1.33213
C35 -0.04545 2.35504 0.72341
N4 0.48849 1.18009 1.11127
C36 1.35266 1.19937 2.13862
H43 1.41704 4.49391 2.89226
H44 -0.19392 4.47140 0.98147
H45 -0.73904 2.32240 -0.10919
H46 1.78099 0.25138 2.45013

Atomic partial charges in e from the Löwdin method, atoms 1 to 5:
1 Sm 1.7247
2 Br 0.8752
3 C -0.6625
4 C -0.0929
5 C -0.0596

***

Entry 2:
# C36H46CaI2KN4O14S

C36H46CaI2KN4O14S as an isolated structure at a distorted geometry (wB97M-V/def2-TZVPD, the Open Molecules 2025 dataset).

As for the charge: +1. As for the spin multiplicity: 1. The value obtained for the orbital gap is 1.42 eV.

CARTESIAN COORDINATES (ANGSTROEM)
C1 1.53508 -0.00536 5.53662
C2 0.37487 0.74934 5.05375
O1 0.53314 1.94654 4.82311
N1 -0.94783 0.21174 4.89452
C3 -1.40851 -0.45885 6.12231
C4 -1.10768 -0.61879 3.66514
C5 -2.28780 -0.13698 2.78883
C6 -2.09691 1.34494 2.33604
C7 -2.15381 1.46455 0.82598
O2 -2.16852 2.82629 0.31991
S1 -1.23748 3.81935 1.04674
O3 -1.02477 4.95640 0.21832
O4 -2.19725 4.47665 2.36217
C8 -1.36263 4.80596 3.40665
I1 -0.63264 6.84879 3.14177
C9 -2.09072 4.77032 4.73202
C10 -2.21946 3.43477 5.43783
I2 -4.01381 5.75658 4.45742
H1 1.82208 0.52226 6.50966
H2 2.38769 0.13808 4.87725
H3 1.34822 -1.07110 5.64877
H4 -2.26300 0.06797 6.54559
H5 -0.63169 -0.48142 6.88378
H6 -1.72811 -1.48143 5.93570
H7 -1.19477 -1.67907 3.89225
H8 -0.21529 -0.56084 3.02166
H9 -2.30319 -0.74371 1.88282
H10 -3.22983 -0.25339 3.31495
H11 -1.15097 1.59992 2.75290
H12 -2.89513 1.94084 2.76652
H13 -1.37379 0.88161 0.33486
H14 -3.09403 1.03450 0.49525
H15 -0.50637 4.13003 3.45560
H16 -1.53066 5.44328 5.38783
H17 -2.38577 2.60920 4.75304
H18 -3.03302 3.42429 6.15950
H19 -1.28537 3.24026 5.96149
C11 7.26095 -1.32156 2.36900
C12 6.28198 -1.03271 3.31111
C13 4.98160 -1.46296 3.11349
C14 4.65006 -2.17505 1.96786
C15 5.63345 -2.44774 1.01237
C16 6.93788 -2.02672 1.22231
C17 5.29899 -3.16826 -0.24783
O5 6.14539 -3.40630 -1.08024
C18 3.87867 -3.57712 -0.46249
C19 3.52669 -4.19612 -1.65440
C20 2.21596 -4.58887 -1.87039
C21 1.25100 -4.37366 -0.89247
C22 1.59623 -3.75453 0.29707
C23 2.90726 -3.34602 0.51486
C24 3.25102 -2.64269 1.78160
O6 2.40402 -2.44339 2.63575
H20 8.27814 -0.99066 2.52807
H21 6.53499 -0.47294 4.20144
H22 4.21717 -1.24903 3.84745
H23 7.69301 -2.24984 0.48191
H24 4.28293 -4.36270 -2.40888
H25 1.94307 -5.06524 -2.80224
H26 0.22945 -4.68608 -1.06284
H27 0.85135 -3.58047 1.06104
N2 -3.93742 2.60685 -2.70387
O7 -4.20909 1.47586 -3.14405
O8 -3.43686 2.71030 -1.54926
O9 -4.14241 3.61536 -3.39286
C25 -4.07160 0.17963 -7.93883
C26 -2.99903 1.23692 -8.07367
O10 -1.97162 1.03190 -8.70694
N3 -3.21441 2.41109 -7.44219
C27 -4.37041 2.81667 -6.65166
H28 -3.75153 -0.70280 -8.48499
H29 -4.20422 -0.07734 -6.88667
H30 -5.01966 0.51897 -8.35533
H31 -2.45544 3.06568 -7.54146
H32 -4.80853 3.71466 -7.09215
H33 -4.05565 3.03934 -5.63465
H34 -5.11920 2.03408 -6.61950
K1 0.77918 1.93725 2.72796
C28 -4.22616 -5.01193 -5.00030
C29 -3.56539 -4.69906 -3.88984
C30 -2.65415 -3.52739 -3.83850
O11 -2.04750 -3.25044 -2.82387
C31 -2.51161 -2.71695 -5.07348
C32 -3.17087 -3.03034 -6.18627
C33 -4.08135 -4.20176 -6.23869
O12 -4.68414 -4.48915 -7.24808
H35 -4.89425 -5.86159 -5.06094
H36 -3.65521 -5.27568 -2.97795
H37 -1.84468 -1.86624 -5.01443
H38 -3.07562 -2.45317 -7.09601
Ca1 -3.10718 7.30024 6.57185
C34 4.25232 0.23887 -0.43539
O13 5.14358 0.79097 0.18214
N4 3.89951 0.50673 -1.70124
C35 2.82148 -0.20386 -2.36695
C36 4.62896 1.53749 -2.42552
H39 3.64334 -0.56082 0.02541
H40 3.19880 -0.72144 -3.24986
H41 2.04121 0.49342 -2.67771
H42 2.38935 -0.94055 -1.69010
H43 5.68615 1.27951 -2.48041
H44 4.54105 2.49371 -1.90970
H45 4.22374 1.62742 -3.42941
O14 2.18398 2.12362 7.14796
H46 1.37103 2.47115 6.76530

Atomic partial charges in e from the Löwdin method, atoms 1 to 5:
1 C 0.0020
2 C -0.5253
3 O -0.2014
4 N -0.1131
5 C -0.0310

***

> Which value of charge does entry 2 give?

+1